Formula: C50H44Cl5GeN6SiTc
Source: the OMol25 dataset
Level of theory: ωB97M-V with the def2-TZVPD basis set

Last column: Löwdin charge in e.
Cartesian coordinates (Å):
Tc -0.529 0.452 0.524  1.05
Cl 0.855 -0.448 2.176  0.83
C 0.116 -2.001 2.304  -0.60
C -0.750 -2.318 1.211  -0.45
C -1.716 -3.327 1.541  -0.65
Cl -3.270 -3.179 0.817  0.80
C -1.532 -4.184 2.599  -0.71
Cl -2.698 -5.412 2.924  0.68
C -0.432 -4.035 3.455  -0.73
Cl -0.065 -5.223 4.644  0.63
C 0.310 -2.846 3.365  -0.71
Cl 1.434 -2.429 4.606  0.66
C 1.274 1.047 -0.559  -0.39
Si 2.116 2.460 0.350  0.63
C 0.691 3.644 0.864  -0.24
N -0.455 2.920 1.433  -0.23
C -1.704 3.592 1.080  -0.22
C -1.858 4.961 1.747  -0.16
C -1.761 4.830 3.276  -0.19
C -1.504 3.381 3.682  -0.18
C -0.331 2.788 2.898  -0.20
C 3.215 2.034 1.845  -0.27
C 3.771 0.767 1.980  -0.14
C 4.585 0.449 3.054  -0.09
C 4.865 1.399 4.020  -0.10
C 4.333 2.671 3.898  -0.09
C 3.519 2.977 2.822  -0.11
C 3.228 3.379 -0.890  -0.23
C 4.617 3.322 -0.836  -0.09
C 5.397 3.790 -1.877  -0.10
C 4.801 4.328 -3.005  -0.11
C 3.420 4.411 -3.072  -0.10
C 2.652 3.942 -2.025  -0.11
H 2.033 0.268 -0.684  -0.03
H 1.067 1.413 -1.571  -0.02
H 0.365 4.122 -0.060  0.08
H 1.017 4.452 1.532  0.08
H -2.544 2.953 1.356  0.10
H -1.720 3.705 -0.007  0.11
H -2.819 5.389 1.460  0.11
H -1.073 5.620 1.369  0.10
H -2.680 5.184 3.747  0.10
H -0.942 5.450 3.647  0.10
H -2.402 2.780 3.525  0.10
H -1.273 3.325 4.749  0.12
H -0.254 1.732 3.168  0.06
H 0.597 3.270 3.228  0.11
H 3.562 0.017 1.232  0.09
H 4.998 -0.547 3.139  0.10
H 5.498 1.153 4.860  0.10
H 4.555 3.422 4.644  0.10
H 3.117 3.977 2.739  0.10
H 5.090 2.893 0.037  0.09
H 6.474 3.721 -1.822  0.10
H 5.406 4.667 -3.833  0.09
H 2.946 4.825 -3.951  0.10
H 1.574 3.998 -2.091  0.09
N -3.476 1.631 -2.247  0.02
C -2.160 1.499 -1.984  -0.15
N -1.994 1.053 -0.758  -0.04
C -3.295 0.922 -0.262  -0.32
N -4.217 1.270 -1.168  0.10
C -3.464 0.515 1.074  -0.26
C -4.688 0.423 1.754  -0.13
N -4.802 0.068 3.008  0.03
C -3.633 -0.254 3.636  -0.16
C -2.418 -0.166 3.007  -0.18
N -2.274 0.237 1.744  -0.07
H -3.935 1.855 -3.113  0.15
H -1.385 1.716 -2.688  0.11
H -5.598 0.670 1.220  0.10
H -3.718 -0.582 4.660  0.08
H -1.511 -0.423 3.539  0.09
C -0.681 -1.553 0.044  -0.35
Ge -0.769 -2.653 -1.595  1.04
C -1.716 -4.393 -1.351  -0.32
C -3.012 -4.619 -1.793  -0.18
C -3.694 -5.775 -1.461  -0.11
C -3.088 -6.731 -0.664  -0.10
C -1.804 -6.514 -0.196  -0.11
C -1.130 -5.353 -0.533  -0.16
C 1.111 -3.208 -2.114  -0.23
C 1.431 -4.520 -2.443  -0.11
C 2.686 -4.861 -2.918  -0.10
C 3.653 -3.888 -3.097  -0.11
C 3.356 -2.575 -2.774  -0.09
C 2.105 -2.251 -2.282  -0.11
C -1.243 -1.677 -3.284  -0.24
C -0.493 -0.541 -3.564  -0.15
C -0.651 0.159 -4.745  -0.11
C -1.596 -0.253 -5.671  -0.11
C -2.366 -1.371 -5.402  -0.10
C -2.178 -2.080 -4.226  -0.10
H -3.515 -3.845 -2.357  0.08
H -4.715 -5.911 -1.796  0.10
H -3.623 -7.629 -0.388  0.10
H -1.335 -7.231 0.462  0.10
H -0.141 -5.171 -0.131  0.11
H 0.687 -5.295 -2.326  0.08
H 2.908 -5.896 -3.149  0.10
H 4.628 -4.154 -3.484  0.09
H 4.103 -1.802 -2.902  0.10
H 1.896 -1.227 -2.019  0.06
H 0.215 -0.202 -2.825  0.06
H -0.040 1.031 -4.946  0.10
H -1.729 0.290 -6.597  0.09
H -3.116 -1.697 -6.113  0.10
H -2.767 -2.966 -4.048  0.08

Calculated values
HOMO level (spin up / spin down): -2.59 / -3.85 eV
ΔE to the lowest compared entry with this formula, charge and spin: 0.0 kJ/mol
multiplicity: 4
LUMO (spin up / spin down): 2.19 / 2.18 eV
<S²>: 3.80
calculated total energy: -7008.42177 Eh
total charge: -1

---

Formula: C50H44N2O7
Source: the OMol25 dataset
Level of theory: ωB97M-V with the def2-TZVPD basis set

Last column: Löwdin charge in e.
Cartesian coordinates (Å):
C -5.651 0.190 3.975  -0.08
C -4.184 0.475 3.783  -0.26
N -3.333 -0.176 4.780  -0.19
C -1.962 -0.344 4.378  -0.25
C -1.087 0.933 4.275  -0.08
C -3.493 0.388 6.117  -0.25
C -3.010 -0.545 7.237  -0.08
H -6.236 0.600 3.156  0.04
H -6.084 0.630 4.876  0.06
H -5.805 -0.887 4.057  0.09
H -3.857 -0.022 2.857  0.10
H -3.898 1.513 3.550  0.11
H -1.441 -1.018 5.059  0.11
H -1.921 -0.849 3.414  0.10
H -1.492 1.610 3.519  0.05
H -1.015 1.462 5.225  0.06
H -0.061 0.734 3.960  0.07
H -4.529 0.684 6.267  0.10
H -2.907 1.307 6.263  0.10
H -3.208 -0.017 8.177  0.07
H -1.927 -0.624 7.126  0.06
H -3.416 -1.537 7.428  0.07
O 0.268 -3.003 1.078  0.03
C 0.319 -2.031 0.344  -0.59
N -0.261 -0.841 0.649  0.18
C 1.162 -2.038 -0.918  0.00
H -0.598 -0.746 1.591  0.08
H 0.058 0.005 0.197  0.05
H 2.132 -1.771 -0.475  0.07
H 0.988 -1.171 -1.557  0.05
H 1.311 -3.010 -1.368  0.08
C 6.055 -7.589 -2.205  -0.05
C 4.945 -7.021 -2.844  -0.04
C 4.504 -5.765 -2.418  0.01
C 5.287 -5.007 -1.550  -0.08
C 6.378 -5.591 -0.893  -0.09
C 6.690 -6.883 -1.189  -0.02
C 7.279 -4.835 0.022  -0.28
O 8.280 -5.335 0.476  0.11
C 6.874 -3.435 0.388  -0.08
C 7.564 -2.756 1.370  -0.01
C 7.205 -1.453 1.711  -0.05
C 6.117 -0.898 1.081  -0.07
C 5.435 -1.561 0.072  0.00
C 5.755 -2.881 -0.284  -0.06
C 4.941 -3.580 -1.296  -0.28
O 3.970 -3.064 -1.796  0.10
H 6.538 -8.515 -2.482  0.11
H 4.556 -7.619 -3.657  0.10
H 3.615 -5.304 -2.824  0.12
H 7.527 -7.382 -0.718  0.12
H 8.519 -3.144 1.699  0.12
H 7.887 -0.928 2.366  0.11
H 5.836 0.127 1.296  0.11
H 4.623 -1.048 -0.426  0.11
C -6.732 1.616 -0.091  -0.05
C -6.335 0.468 0.565  -0.08
C -5.188 -0.203 0.140  0.00
C -4.365 0.380 -0.819  -0.07
C -4.642 1.684 -1.263  -0.09
C -5.843 2.287 -0.953  0.00
C -3.680 2.443 -2.131  -0.29
O -3.903 3.590 -2.451  0.11
C -2.534 1.698 -2.690  -0.10
C -1.731 2.265 -3.652  0.00
C -0.718 1.531 -4.269  -0.06
C -0.593 0.186 -3.961  -0.06
C -1.314 -0.399 -2.953  0.00
C -2.294 0.366 -2.301  -0.05
C -3.122 -0.355 -1.280  -0.28
O -2.799 -1.422 -0.827  0.12
H -7.634 2.145 0.186  0.11
H -6.974 -0.075 1.250  0.10
H -4.809 -1.082 0.645  0.12
H -6.183 3.249 -1.306  0.12
H -1.967 3.280 -3.953  0.14
H -0.163 2.057 -5.034  0.11
H 0.188 -0.391 -4.448  0.12
H -1.080 -1.446 -2.822  0.12
C -2.374 5.614 -0.161  -0.05
C -2.472 4.389 0.483  -0.05
C -1.634 3.374 0.071  -0.01
C -0.710 3.566 -0.954  -0.09
C -0.731 4.770 -1.669  -0.08
C -1.609 5.792 -1.309  0.02
C 0.123 4.930 -2.896  -0.29
O 0.133 5.973 -3.508  0.12
C 0.950 3.756 -3.282  -0.10
C 1.535 3.716 -4.550  -0.02
C 2.374 2.665 -4.921  -0.06
C 2.713 1.666 -4.012  -0.03
C 1.953 1.613 -2.848  -0.02
C 1.092 2.619 -2.462  -0.10
C 0.353 2.558 -1.168  -0.26
O 0.600 1.701 -0.354  0.09
H -2.958 6.419 0.271  0.11
H -3.027 4.355 1.411  0.11
H -1.664 2.421 0.588  0.12
H -1.522 6.767 -1.764  0.12
H 1.554 4.583 -5.197  0.13
H 2.838 2.706 -5.898  0.11
H 3.511 0.960 -4.189  0.11
H 2.144 0.780 -2.180  0.12

Calculated values
HOMO level: -8.27 eV
ΔE to the lowest compared entry with this formula, charge and spin: 144.8 kJ/mol
LUMO: -1.30 eV
calculated total energy: -2567.93639 Eh
SMILES: O=C1c2ccccc2C(=O)c2ccccc21.O=C1c2ccccc2C(=O)c2ccccc21.O=C1c2ccccc2C(=O)c2ccccc21.CCN(CC)CC.CC(N)=O

---

Formula: C50H45AsBr2N7O2PbS7Sb
Source: the OMol25 dataset
Level of theory: ωB97M-V with the def2-TZVPD basis set

Last column: Löwdin charge in e.
Cartesian coordinates (Å):
Pb 0.261 -0.797 0.073  0.93
C -1.944 13.322 1.911  -0.10
O -2.177 12.593 0.725  -0.08
C -1.889 11.265 0.753  -0.30
C -1.324 10.612 1.835  -0.03
C -1.082 9.243 1.763  -0.03
C -1.392 8.511 0.629  -0.15
C -1.949 9.192 -0.458  -0.01
C -2.193 10.546 -0.400  0.00
C -1.146 7.069 0.519  -0.28
N -1.399 6.349 -0.545  0.19
C -1.000 5.073 -0.232  -0.17
C -0.490 5.026 1.038  -0.13
N -0.591 6.312 1.511  0.17
C 0.035 3.842 1.642  -0.08
C 0.505 3.762 2.956  -0.01
C 0.994 2.571 3.428  -0.04
C 1.006 1.468 2.572  -0.17
N 0.556 1.523 1.331  0.04
C 0.062 2.681 0.847  -0.15
C -0.485 2.712 -0.517  -0.17
N -0.467 1.572 -1.228  0.04
C -1.042 1.546 -2.411  -0.13
C -1.678 2.653 -2.983  -0.04
C -1.673 3.833 -2.291  -0.01
C -1.050 3.886 -1.039  -0.10
H -2.289 14.334 1.721  0.09
H -0.881 13.350 2.168  0.09
H -2.500 12.907 2.757  0.09
H -1.063 11.150 2.736  0.10
H -0.639 8.758 2.626  0.10
H -2.184 8.620 -1.347  0.11
H -2.622 11.075 -1.243  0.12
H -0.329 6.626 2.426  0.14
H 0.470 4.638 3.597  0.10
H 1.349 2.466 4.444  0.10
H 1.371 0.497 2.902  0.04
H -1.016 0.589 -2.926  0.10
H -2.195 2.551 -3.926  0.10
H -2.167 4.720 -2.666  0.12
S -5.340 1.154 -3.105  -0.42
Sb -5.518 0.779 -0.881  0.28
S -3.273 -0.236 -0.210  -0.19
S -3.222 1.259 1.241  -0.19
S -4.317 2.733 0.249  -0.18
S -1.012 -1.287 2.558  0.42
C -0.262 -2.878 2.742  -0.73
N -1.069 -3.966 3.238  -0.14
C -0.547 -5.274 2.926  -0.17
C 0.867 -5.351 3.470  -0.17
N 1.674 -4.345 2.838  -0.15
C 3.069 -4.653 2.628  -0.19
C 3.281 -5.707 1.560  -0.20
C 3.215 -5.346 0.215  -0.04
C 3.356 -6.304 -0.778  -0.09
C 3.543 -7.642 -0.446  -0.12
C 3.613 -8.011 0.890  -0.11
C 3.492 -7.044 1.884  -0.07
C 1.063 -3.086 2.518  -0.73
S 2.126 -1.835 1.843  0.46
C -2.514 -3.860 3.347  -0.18
C -3.268 -4.524 2.212  -0.20
C -3.882 -5.764 2.370  -0.07
C -4.508 -6.394 1.298  -0.11
C -4.517 -5.787 0.049  -0.12
C -3.924 -4.539 -0.111  -0.08
C -3.308 -3.910 0.962  -0.05
H -0.518 -5.455 1.843  0.10
H -1.173 -6.037 3.396  0.12
H 1.294 -6.337 3.268  0.11
H 0.832 -5.203 4.562  0.12
H 3.521 -4.994 3.574  0.12
H 3.552 -3.728 2.327  0.04
H 3.030 -4.306 -0.039  0.09
H 3.320 -6.004 -1.820  0.08
H 3.628 -8.392 -1.225  0.09
H 3.758 -9.052 1.159  0.09
H 3.570 -7.333 2.928  0.10
H -2.750 -2.799 3.364  0.06
H -2.828 -4.305 4.302  0.11
H -3.875 -6.238 3.347  0.10
H -4.985 -7.359 1.438  0.09
H -4.992 -6.280 -0.792  0.09
H -3.942 -4.048 -1.079  0.10
H -2.856 -2.930 0.843  0.05
Br 0.880 -0.922 -5.774  0.76
C 2.118 -0.198 -4.523  -0.58
C 3.203 0.519 -5.028  -0.21
C 4.118 1.060 -4.169  -0.64
Br 5.606 2.003 -4.914  0.69
C 3.951 0.957 -2.765  -0.19
C 4.814 1.562 -1.825  -0.05
C 4.560 1.436 -0.491  -0.05
C 3.436 0.703 -0.081  -0.16
N 2.610 0.129 -0.920  0.05
C 2.836 0.229 -2.256  -0.12
C 1.891 -0.450 -3.152  -0.46
O 0.970 -1.185 -2.717  -0.25
H 3.313 0.644 -6.096  0.08
H 5.670 2.120 -2.178  0.07
H 5.207 1.892 0.247  0.10
H 3.216 0.563 0.975  0.06
C 1.823 -3.742 -3.538  -0.25
As 0.090 -3.844 -2.679  0.69
C -0.411 -5.644 -3.250  -0.28
C -1.296 -2.846 -3.573  -0.25
S 0.035 -3.832 -0.595  0.17
H 1.727 -3.274 -4.518  -0.01
H 2.186 -4.762 -3.644  0.02
H 2.501 -3.164 -2.918  0.03
H -0.420 -5.711 -4.341  0.03
H -1.401 -5.875 -2.859  0.02
H 0.297 -6.361 -2.838  0.02
H -1.109 -2.806 -4.646  0.00
H -1.361 -1.842 -3.162  0.02
H -2.217 -3.390 -3.374  0.03

Calculated values
HOMO level: -0.60 eV
ΔE to the lowest compared entry with this formula, charge and spin: 0.0 kJ/mol
LUMO: 2.83 eV
calculated total energy: -13070.59511 Eh
total charge: -2